Computed, not measured: a molecular structure, C49H54Cl2CsN8OP2SSe in a non-equilibrium geometry, with the ωB97M-V functional and the def2-TZVPD basis.

XYZ file:
```
119
C49H54Cl2CsN8OP2SSe, DFT the ωB97M-V functional and the def2-TZVPD basis
Cs -19.416 8.264 -16.394
N -20.170 11.190 -12.088
C -20.153 10.528 -13.231
N -19.081 10.184 -13.900
C -17.877 10.498 -13.448
N -16.740 9.975 -13.864
N -16.738 9.279 -14.968
C -15.631 8.804 -15.506
C -15.546 8.151 -16.787
C -14.211 7.670 -17.059
C -13.940 6.900 -18.179
C -14.970 6.752 -19.092
C -16.212 7.286 -18.802
N -16.530 7.953 -17.676
C -17.745 11.295 -12.229
C -16.535 11.569 -11.541
C -16.560 12.303 -10.389
C -17.773 12.876 -9.930
C -18.949 12.543 -10.509
C -18.952 11.695 -11.604
H -21.046 11.425 -11.615
H -21.080 10.264 -13.706
H -14.677 8.955 -14.952
H -13.397 7.882 -16.383
H -12.948 6.538 -18.389
H -14.846 6.175 -20.018
H -16.994 7.133 -19.519
H -15.568 11.145 -11.884
H -15.639 12.444 -9.815
H -17.734 13.587 -9.120
H -19.915 12.906 -10.047
Cl -19.477 11.978 -17.379
C -19.942 12.019 -19.114
Cl -20.388 10.392 -19.683
H -19.061 12.321 -19.699
H -20.778 12.693 -19.151
C -22.937 5.130 -14.275
P -22.399 6.382 -13.057
C -24.056 6.824 -12.368
C -21.737 5.297 -11.648
C -20.584 4.457 -12.114
P -19.151 5.390 -12.848
C -18.582 6.370 -11.405
C -17.837 4.074 -12.826
H -23.560 4.330 -13.846
H -22.075 4.748 -14.812
H -23.543 5.783 -14.973
H -24.419 5.988 -11.752
H -24.799 7.125 -13.117
H -23.924 7.662 -11.666
H -22.610 4.707 -11.316
H -21.417 5.982 -10.831
H -20.915 3.664 -12.814
H -20.113 3.978 -11.220
H -18.723 5.833 -10.482
H -19.145 7.327 -11.384
H -17.526 6.604 -11.500
H -18.026 3.339 -12.020
H -16.875 4.525 -12.701
H -17.858 3.601 -13.813
O -21.220 6.086 -18.582
N -21.141 4.923 -17.756
C -28.742 12.217 -16.133
C -27.320 11.634 -16.009
C -26.982 10.401 -16.554
C -25.702 9.869 -16.533
C -25.484 8.499 -17.125
C -24.625 10.598 -15.943
Se -22.969 9.725 -15.921
C -24.908 11.875 -15.407
C -23.836 12.706 -14.767
C -26.210 12.330 -15.465
H -29.287 11.528 -16.781
H -28.693 13.216 -16.593
H -29.213 12.284 -15.146
H -27.756 9.800 -17.064
H -26.450 8.089 -17.485
H -25.138 7.765 -16.395
H -24.776 8.562 -17.946
H -23.427 12.267 -13.818
H -24.190 13.743 -14.530
H -23.017 12.877 -15.434
H -26.397 13.368 -15.119
C -20.174 4.133 -17.992
C -19.356 3.194 -17.665
C -18.577 2.143 -17.461
C -17.417 1.943 -18.334
C -17.087 3.045 -19.171
C -16.013 2.930 -20.061
C -15.374 1.701 -20.140
C -15.693 0.623 -19.324
C -16.792 0.710 -18.473
C -18.852 1.240 -16.271
C -20.164 0.982 -15.777
C -20.337 0.192 -14.664
C -19.242 -0.349 -14.019
C -17.938 -0.059 -14.448
C -17.735 0.730 -15.588
H -17.684 3.928 -19.061
H -15.694 3.741 -20.701
H -14.603 1.627 -20.860
H -15.141 -0.315 -19.400
H -17.148 -0.157 -17.940
H -21.024 1.401 -16.267
H -21.355 -0.071 -14.281
H -19.415 -1.039 -13.187
H -17.069 -0.526 -13.951
H -16.725 1.077 -15.767
S -18.701 7.223 -22.317
C -20.281 6.833 -21.799
N -20.432 5.934 -20.763
C -21.616 5.816 -19.970
C -22.758 6.648 -20.468
C -22.567 7.251 -21.675
N -21.402 7.286 -22.324
H -19.600 5.816 -20.197
H -21.969 4.773 -19.993
H -23.714 6.722 -19.914
H -23.389 7.847 -22.174
```

Values from the calculation:
- HOMO energy: -3.59 eV
- Frontier orbital gap: 4.503 eV
- Max |F|: 4.3 eV Å⁻¹
- Net charge: -1
- E_LUMO: 0.9 eV